1.
The following is a quantum chemistry calculation of a molecular structure, C28H30N6PdSeSi, from the OMol25 dataset.

Last column: Mulliken charge in e.
CARTESIAN COORDINATES (ANGSTROEM)
H 3.7378 0.7594 -0.6786  0.203
C 1.7314 1.1517 -4.9624  -0.650
H -2.4050 -2.5528 -3.6561  0.466
H 3.0502 -0.7762 -0.8259  0.183
C 3.1764 -2.1108 3.3501  -0.307
C -2.2411 -2.5833 -2.5862  -0.801
C 1.4493 -0.0899 -4.4090  -0.453
C 1.2537 -3.8931 0.6195  -1.431
C -4.0033 3.0961 -1.1213  -0.739
C 0.5485 3.4192 1.5329  -0.745
C 2.2285 2.5428 3.8919  -1.216
H 3.9149 -2.3330 4.1114  0.422
H 3.1980 2.5870 3.3899  0.318
H -0.3451 3.2481 0.9282  0.108
N -1.7579 2.9967 -2.0709  -0.767
H -0.8504 -0.9783 -2.6099  0.295
H -2.9188 0.0578 1.1582  0.549
H 1.3942 3.5686 0.8575  0.250
C 2.7103 -3.1386 2.5256  -0.898
H 3.6029 2.4198 -2.4284  0.325
C -2.2794 1.4676 -0.3770  0.855
H 1.6656 -1.3880 -2.7106  0.286
Se -0.2982 2.0436 -1.8440  0.346
N -1.0383 1.0613 -0.5549  -0.083
H -0.5414 0.8638 4.4046  0.320
H -1.5279 1.4867 3.0765  0.169
C -1.3574 -1.7018 -1.9823  0.108
C 2.6838 0.4784 -2.4126  0.409
C -4.8530 2.5392 -0.2327  -0.542
H 2.7614 3.0116 -4.6632  0.384
C 1.7742 -2.8424 1.5542  0.768
H 3.1190 -0.0150 3.8043  0.354
C -2.7341 -3.5399 -0.4333  -0.660
N 1.3163 -1.5880 1.4240  0.068
H 2.3163 1.8787 4.7545  0.340
C -3.8654 -4.4175 -2.4280  -0.166
Si 0.8670 2.0123 2.7172  -0.189
H 2.0351 -4.6174 0.3912  0.506
H 3.0785 -4.1497 2.6246  0.463
C -1.8382 -2.6592 0.1507  -0.504
C 2.5170 2.0447 -4.2415  -0.527
H 0.8517 -0.8053 -4.9614  0.402
H -0.9414 2.5837 4.3305  0.370
H -1.6879 -2.7091 1.2237  0.573
H 0.3928 4.3474 2.0895  0.404
H -4.2905 3.9230 -1.7554  0.481
H -5.8597 2.9248 -0.1415  0.395
C 1.9106 -0.4257 -3.1459  -0.349
C -1.1233 -1.7241 -0.6044  0.166
C -3.2175 0.8981 0.5465  -0.405
N 3.0252 0.1909 -1.1037  -0.286
N 1.2633 0.6136 1.7907  0.286
H 1.3594 1.4136 -5.9433  0.389
H -3.2798 -4.2542 0.1700  0.475
H -5.1830 1.0098 1.2863  0.420
H 2.0072 3.5437 4.2727  0.327
C -2.6733 2.5628 -1.2282  0.615
H 0.4212 -4.4354 1.0716  0.255
C 3.0006 1.7122 -2.9864  -0.375
N -4.6090 -5.1426 -2.9211  -0.543
C -4.4576 1.4295 0.6016  -0.956
C 1.7837 -0.5508 2.1882  0.499
Pd 0.0149 -0.4050 0.3727  0.198
C -2.9356 -3.5075 -1.8108  0.426
C 2.7370 -0.8210 3.1951  -0.850
C -0.6794 1.7104 3.7270  -0.887
H 0.8952 -3.4433 -0.3022  0.152

Its net charge is 0.

2.
The following is a quantum chemistry calculation of a single C4H7NO molecule, from the OMol25 dataset.

Last column: Mulliken charge in e.
CARTESIAN COORDINATES (ANGSTROEM)
H -1.7537 -0.2011 -1.4511  0.377
H 0.4240 -1.3550 2.9807  0.275
H -0.4567 1.1131 -1.9350  0.306
N -0.3851 0.1141 -0.0846  0.029
H 1.1145 0.5241 1.1843  0.327
H -0.3461 -2.0496 1.6629  0.281
C -1.2040 -0.8566 -0.7573  -1.085
H -0.6397 -1.5746 -1.2277  0.358
H -1.8170 -1.2766 0.0141  0.349
C 0.1859 0.9167 -1.0983  0.082
O 1.1790 1.5607 -1.0129  -0.474
C 0.0719 -1.1890 1.9896  -0.907
C 0.4026 -0.2817 1.1105  0.083

Its net charge is 0. The SMILES is C=CN(C)C=O.

One value per record, in order, for energy above the lowest of the compared OMol25 structures with the same formula, charge and spin: 0.0 239.4 kJ/mol.
One value per record, in order, for HOMO-LUMO gap: 6.466 10.053 eV.